The following is a quantum chemistry calculation of a cluster of 2 separate species, C2H5NSi in total at a distorted geometry, from the OMol25 dataset.

Atoms and positions in Å:
1 C -1.5759 1.6090 -0.6651
2 C -0.8851 0.5863 -0.7518
3 N 0.1776 -0.0484 -0.5293
4 Si 0.9984 -0.5785 0.8516
5 H -2.2398 2.3835 -1.0625
6 H 0.1990 -1.5012 -1.5846
7 H 0.8758 0.4973 1.7398
8 H 2.1934 -1.2129 0.4789
9 H 0.2565 -1.7352 1.5231

* HOMO-LUMO gap (alpha / beta): 7.93 / 7.04 eV
* lowest unoccupied orbital energy (alpha / beta): -0.89 / -1.52 eV
* E_HOMO (alpha / beta): -8.82 / -8.56 eV
* energy relative to the best compared isomer or geometry (same formula, charge and spin): 5.292 eV
* total energy: -11516.514 eV
* net charge: 0
* spin multiplicity: 1

The following is a quantum chemistry calculation of a structure of composition C15H35FGaLaN2O5P2S2 at a distorted geometry, from the OMol25 dataset.

Atoms and positions in Å:
1 C 5.2211 -1.2418 0.7527
2 C 5.0707 -1.8480 -0.6377
3 O 3.6325 -1.9059 -0.9968
4 P 3.2666 -1.4416 -2.4464
5 O 4.1033 -1.9365 -3.5277
6 C 2.9765 0.3224 -2.5718
7 C 2.4632 0.9417 -1.2850
8 C 1.9403 2.3429 -1.5979
9 Ga 0.2017 2.4186 -0.5402
10 F 0.5912 1.8986 1.1502
11 C -1.0447 1.1296 -1.4663
12 C -2.5368 1.4514 -1.5906
13 C -3.3186 1.7839 -0.3170
14 S -2.7996 1.1381 1.2827
15 C -2.8630 -0.5696 1.2176
16 S -3.1330 -1.4693 -0.1422
17 N -2.7137 -1.2181 2.4494
18 C -1.5940 -0.7075 3.2665
19 C -0.2524 -1.1552 2.7304
20 C -4.0092 -1.2958 3.1945
21 C -4.7594 -2.5837 2.8688
22 P -0.5935 4.6670 -0.2817
23 N -1.7478 4.9237 -1.3004
24 O -1.0061 4.8429 1.2549
25 O 0.6590 5.6227 -0.5512
26 O 1.6732 -2.0156 -2.5230
27 C 1.2425 -2.7517 -1.3155
28 C -0.2424 -3.1299 -1.3353
29 H 5.7854 -0.3164 0.7012
30 H 5.6957 -1.9355 1.4345
31 H 4.2312 -0.9906 1.1265
32 H 5.6348 -1.3137 -1.3956
33 H 5.4107 -2.8767 -0.6470
34 H 2.1323 0.4063 -3.2623
35 H 3.8848 0.7505 -2.9838
36 H 3.1318 0.9138 -0.4312
37 H 1.6045 0.3082 -1.0023
38 H 1.6023 2.4035 -2.6306
39 H 2.6640 3.1126 -1.3580
40 H -0.8924 0.1293 -1.0385
41 H -0.6616 1.0795 -2.5131
42 H -3.0407 0.6060 -2.0582
43 H -2.6838 2.2947 -2.2656
44 H -4.3560 1.4766 -0.4372
45 H -3.3381 2.8566 -0.1372
46 H -1.7238 -1.1379 4.2552
47 H -1.5995 0.3757 3.4077
48 H -0.0358 -0.6939 1.7655
49 H -0.2358 -2.2385 2.6179
50 H 0.5468 -0.8755 3.4109
51 H -3.8182 -1.1948 4.2569
52 H -4.6146 -0.4357 2.9017
53 H -5.2574 -2.4735 1.9087
54 H -4.0199 -3.3690 2.7339
55 H -5.4654 -2.8492 3.6468
56 H -2.6119 5.1421 -0.8071
57 H -0.4541 4.3230 1.8550
58 H 1.4029 5.3383 -0.0042
59 H 1.8064 -3.6709 -1.2113
60 H 1.3942 -2.1228 -0.4466
61 H -0.9274 -2.2658 -1.5079
62 H -0.4116 -3.9814 -2.0159
63 H -0.4716 -3.4724 -0.3284
64 La -0.7357 -1.5157 -3.2814

* HOMO-LUMO gap: 2.60 eV
* lowest unoccupied orbital energy: -9.51 eV
* E_HOMO: -12.11 eV
* total energy: -125524.590 eV
* net charge: +2
* spin multiplicity: 1

The following is a quantum chemistry calculation of a cluster of 2 separate species, C3H6F4NP in total at a distorted geometry, from the OMol25 dataset.

Atoms and positions in Å:
1 C -0.2897 -0.0067 2.1596
2 C 0.7987 -1.1687 0.2586
3 C -0.5010 1.2344 -1.6698
4 N -0.0870 -1.1248 1.2180
5 F 0.5467 1.5667 -0.8276
6 F -1.5813 1.1116 -0.8645
7 F -0.6884 2.2805 -2.4588
8 F 1.0167 0.1222 -3.4896
9 P -0.2874 -0.4351 -2.5472
10 H -1.2895 0.1987 2.3777
11 H 0.2015 -0.2202 3.1219
12 H 0.4405 0.7483 1.8254
13 H 1.1001 -2.0986 -0.2100
14 H 1.4100 -0.3375 0.0048
15 H -0.7900 -1.8708 1.1015

* HOMO-LUMO gap (alpha / beta): 7.21 / 6.04 eV
* lowest unoccupied orbital energy (alpha / beta): 0.01 / -0.60 eV
* E_HOMO (alpha / beta): -7.20 / -6.64 eV
* energy relative to the best compared isomer or geometry (same formula, charge and spin): 1.811 eV
* total energy: -24854.882 eV
* net charge: 0
* spin multiplicity: 1

The following is a quantum chemistry calculation of an isolated molecule of C4H7NO at a distorted geometry, from the OMol25 dataset.

Atoms and positions in Å:
1 C 1.5822 -0.9719 0.6109
2 C 0.3331 -0.8458 -0.0405
3 N -0.1759 -1.1482 -1.1751
4 C -0.9680 -0.2505 -0.2925
5 C -1.0268 1.2076 -0.6681
6 O -2.2233 -0.4861 0.3279
7 H 2.4064 -1.5111 0.2574
8 H 1.5774 -1.5308 1.5888
9 H 1.9218 0.0181 1.0106
10 H -1.8151 1.5978 -1.2693
11 H -0.1926 1.4405 -1.2073
12 H -1.0726 1.9512 0.1184
13 H -2.4623 -1.3518 0.0618

* HOMO-LUMO gap: 10.31 eV
* lowest unoccupied orbital energy: 0.86 eV
* E_HOMO: -9.45 eV
* energy relative to the best compared isomer or geometry (same formula, charge and spin): 3.244 eV
* total energy: -7796.400 eV
* net charge: 0
* spin multiplicity: 1

The following is a quantum chemistry calculation of a cluster of 2 separate species, C4H10NO in total at a distorted geometry, from the OMol25 dataset.

Atoms and positions in Å:
1 C 0.9776 -1.3272 -0.2449
2 C 1.1459 0.1198 -0.5337
3 C 2.3666 0.8872 -0.0655
4 C -3.5390 0.2346 0.3084
5 N -0.0437 -0.3467 0.2712
6 O -2.5996 -0.2144 -0.2839
7 H 0.4768 -1.8091 -1.0276
8 H 1.6427 -1.9650 0.3395
9 H 0.7379 0.6029 -1.4027
10 H 2.6052 0.5275 0.9756
11 H 2.1575 2.0525 -0.0143
12 H 3.1142 0.7695 -0.7490
13 H -4.1249 0.8186 -0.3581
14 H -3.7374 0.1431 1.3640
15 H -0.0585 -0.3439 1.2963
16 H -1.1211 -0.1494 0.1246

* HOMO-LUMO gap (alpha / beta): 8.24 / 9.27 eV
* lowest unoccupied orbital energy (alpha / beta): -2.93 / -7.15 eV
* E_HOMO (alpha / beta): -11.17 / -16.42 eV
* ⟨S²⟩: 2.005
* energy relative to the best compared isomer or geometry (same formula, charge and spin): 1.556 eV
* total energy: -7834.689 eV
* net charge: +1
* spin multiplicity: 3

The following is a quantum chemistry calculation of a structure of composition C7H8N2S at a distorted geometry, from the OMol25 dataset.

Atoms and positions in Å:
1 C 0.4186 -2.3167 1.0731
2 C 0.1236 -2.5482 -0.2896
3 C -0.0758 1.7996 -0.6146
4 C 0.1622 2.7980 0.2596
5 C 0.5254 1.4639 0.6297
6 C -1.2160 -2.8255 -0.8733
7 C 0.0457 4.2260 0.5360
8 N 1.6968 -2.1399 1.3056
9 N 1.2090 -2.5268 -1.0368
10 S 2.4995 -2.2366 -0.0988
11 H -0.4574 1.5355 -1.5722
12 H -0.2845 -2.2806 1.8836
13 H -1.3244 -3.8952 -1.0496
14 H -1.9977 -2.5014 -0.1928
15 H -1.3190 -2.3157 -1.8270
16 H 0.8591 4.5620 1.1781
17 H -0.8910 4.3891 1.0718
18 H 0.0259 4.8121 -0.3829

* HOMO-LUMO gap: 9.60 eV
* lowest unoccupied orbital energy: 0.86 eV
* E_HOMO: -8.75 eV
* energy relative to the best compared isomer or geometry (same formula, charge and spin): 4.173 eV
* total energy: -21199.969 eV
* net charge: 0
* spin multiplicity: 1